# 1
Density functional theory data (ωB97M-V/def2-TZVPD) for 11 unconnected molecules or ions with the total composition C47H117N15O11 in a non-equilibrium geometry.

The maximum force comes out at 6.76 eV/Å. For the total energy, the calculation gives -3509.62105 Ha. The frontier orbital gap is 7.357 eV. The SMILES is CC1(C)CCCC(C)(C)N1O.CC1(C)CCCC(C)(C)N1O.CC1(C)CCCC(C)(C)N1O.COC[C@H](C)N.COC[C@H](C)N.COC[C@H](C)N.COC[C@H](C)N.NC(N)=O.NC(N)=O.NC(N)=O.NC(N)=O. The value obtained for the LUMO energy is 0.007 eV.

Element x y z (Å)
C -3.381 3.903 -4.085
C -2.689 5.190 -3.518
C -1.667 5.768 -4.463
C -3.742 6.248 -3.179
C -4.464 5.903 -1.830
C -3.328 5.957 -0.724
C -2.168 4.906 -0.923
C -0.941 5.374 -0.091
C -2.774 3.560 -0.287
N -1.821 4.824 -2.389
O -0.982 3.772 -2.626
H -3.677 4.184 -5.096
H -2.810 2.986 -4.233
H -4.164 3.624 -3.380
H -2.146 5.689 -5.439
H -1.487 6.839 -4.367
H -0.735 5.235 -4.651
H -3.270 7.228 -3.244
H -4.564 6.331 -3.890
H -5.292 6.567 -1.580
H -4.870 4.892 -1.820
H -3.971 5.748 0.131
H -2.962 6.982 -0.778
H -0.226 4.560 0.035
H -1.145 5.627 0.949
H -0.554 6.340 -0.414
H -2.622 3.799 0.765
H -2.241 2.655 -0.579
H -3.830 3.375 -0.484
H -0.165 4.249 -2.789
C 0.289 1.905 0.060
C 0.347 0.368 0.448
C 1.372 0.168 1.644
C -1.050 -0.094 0.877
C -1.371 -1.542 0.842
C -0.897 -2.037 -0.577
C 0.578 -1.814 -0.914
C 1.520 -2.617 0.037
C 0.616 -2.285 -2.378
N 0.771 -0.346 -0.854
O 2.147 0.036 -1.335
H 1.297 2.312 -0.007
H -0.275 2.161 -0.837
H -0.234 2.480 0.824
H 1.005 0.571 2.589
H 1.483 -0.896 1.851
H 2.398 0.475 1.443
H -1.128 0.393 1.849
H -1.785 0.428 0.264
H -0.819 -2.057 1.628
H -2.449 -1.586 1.002
H -1.594 -1.602 -1.293
H -1.164 -3.092 -0.636
H 1.185 -2.741 1.067
H 2.576 -2.346 0.053
H 1.527 -3.626 -0.376
H 0.627 -3.359 -2.568
H 1.596 -1.987 -2.749
H -0.106 -1.817 -3.048
H 1.817 0.607 -2.033
C -2.664 -3.742 -6.061
C -3.574 -3.173 -4.873
C -2.611 -2.123 -4.266
C -4.961 -2.512 -5.480
C -6.064 -2.117 -4.463
C -6.398 -3.337 -3.573
C -5.159 -4.066 -2.932
C -4.653 -3.218 -1.789
C -5.651 -5.431 -2.388
N -4.023 -4.243 -3.875
O -2.875 -4.893 -3.359
H -3.222 -4.413 -6.714
H -1.975 -3.063 -6.562
H -1.817 -4.309 -5.675
H -3.049 -1.215 -3.852
H -2.164 -2.719 -3.470
H -1.768 -1.756 -4.851
H -4.694 -1.691 -6.144
H -5.366 -3.383 -5.996
H -5.685 -1.241 -3.936
H -6.913 -1.733 -5.029
H -6.915 -4.140 -4.098
H -7.070 -3.038 -2.769
H -4.264 -2.244 -2.086
H -3.658 -3.585 -1.538
H -5.373 -3.205 -0.970
H -6.178 -6.082 -3.086
H -6.350 -5.230 -1.576
H -4.800 -6.077 -2.171
H -2.867 -5.795 -3.689
C 0.339 -5.523 5.104
O 0.826 -5.311 3.777
C 2.107 -4.753 3.583
C 3.198 -5.566 4.395
C 4.631 -4.994 4.171
N 3.268 -6.953 3.863
H 0.831 -6.394 5.538
H -0.721 -5.747 4.987
H 0.374 -4.595 5.675
H 2.404 -4.708 2.535
H 2.087 -3.751 4.010
H 3.021 -5.675 5.465
H 4.846 -3.968 4.471
H 4.981 -4.895 3.144
H 5.394 -5.571 4.694
H 2.321 -6.964 3.511
H 3.932 -7.082 3.113
C -7.231 -0.854 4.765
O -6.221 0.032 4.300
C -5.012 -0.580 3.711
C -3.824 0.381 3.402
C -3.361 1.137 4.616
N -4.371 1.330 2.437
H -6.674 -1.702 5.165
H -7.869 -1.202 3.953
H -7.807 -0.344 5.537
H -4.600 -1.278 4.440
H -5.260 -1.109 2.791
H -2.975 -0.196 3.035
H -3.522 0.630 5.567
H -3.923 2.065 4.721
H -2.303 1.380 4.518
H -5.320 1.330 2.782
H -4.546 0.899 1.540
C 3.694 3.912 3.890
O 4.853 4.154 3.111
C 5.138 3.313 2.050
C 4.175 3.304 0.931
C 4.518 2.443 -0.257
N 3.883 4.618 0.554
H 3.599 2.916 4.323
H 2.798 4.000 3.274
H 3.643 4.623 4.714
H 6.163 3.557 1.771
H 5.184 2.304 2.460
H 3.243 2.877 1.299
H 3.851 1.583 -0.196
H 5.458 1.894 -0.192
H 4.401 2.868 -1.254
H 4.629 4.960 -0.034
H 3.999 5.179 1.386
C 5.222 -1.704 1.793
O 4.932 -1.271 0.488
C 5.529 -2.088 -0.563
C 5.037 -1.602 -1.890
C 5.200 -2.658 -2.916
N 5.733 -0.297 -2.131
H 5.008 -0.908 2.506
H 6.216 -2.151 1.782
H 4.559 -2.548 1.981
H 6.617 -2.067 -0.514
H 5.274 -3.136 -0.406
H 3.994 -1.358 -1.690
H 4.637 -3.574 -2.740
H 6.284 -2.746 -2.996
H 4.844 -2.163 -3.820
H 5.654 0.260 -1.292
H 6.680 -0.646 -2.176
N -0.443 -0.288 5.657
C -0.890 -1.471 5.542
N -0.672 -2.024 4.377
O -1.433 -2.005 6.465
H 0.504 -0.058 5.392
H -0.856 0.230 6.419
H -0.510 -1.396 3.603
H -0.860 -3.010 4.258
N 2.045 4.564 -1.650
C 2.291 5.102 -2.807
N 3.204 5.996 -2.746
O 1.679 4.785 -3.850
H 1.126 4.181 -1.480
H 2.856 4.186 -1.180
H 3.800 6.134 -1.942
H 3.316 6.609 -3.540
N 3.951 -1.451 4.994
C 2.963 -0.869 5.629
N 2.870 -1.200 6.861
O 2.123 -0.141 5.157
H 4.215 -1.093 4.088
H 4.703 -1.914 5.484
H 2.284 -0.681 7.499
H 3.554 -1.848 7.224
N 4.462 1.078 -3.944
C 4.885 2.134 -4.494
N 4.034 2.820 -5.213
O 6.054 2.449 -4.308
H 4.989 0.466 -3.337
H 3.675 0.624 -4.384
H 3.095 2.516 -5.424
H 4.489 3.661 -5.540

# 2
Density functional theory data (ωB97M-V/def2-TZVPD) for C4H7N3 in the gas phase in a non-equilibrium geometry.

The maximum force comes out at 1.23 eV/Å. For the total energy, the calculation gives -320.72518 Ha. The frontier orbital gap is 6.371 eV. The value obtained for the LUMO energy is -0.626 eV.

Element x y z (Å)
C 0.389 -1.075 -1.068
C 1.140 -0.863 1.205
N 0.005 -0.521 0.262
C -0.452 0.910 0.128
N 0.350 1.835 0.411
C -1.837 1.102 -0.273
N -2.943 1.257 -0.582
H -0.387 -0.913 -1.821
H 0.586 -2.133 -0.903
H 1.326 -0.596 -1.352
H 1.923 -0.148 0.917
H 0.786 -0.568 2.200
H -0.816 -1.045 0.579
H -0.071 2.758 0.296

# 3
Density functional theory data (ωB97M-V/def2-TZVPD) for 3 unconnected molecules or ions with the total composition C32H48F6N2O7 in a non-equilibrium geometry.

The maximum force comes out at 5.75 eV/Å. For the total energy, the calculation gives -2483.09142 Ha. The frontier orbital gap is 7.696 eV. The SMILES is C[C@H](C[C@]1(C(=O)C(F)(F)C(F)(F)C(F)(F)C(=O)O)NC(=O)C[C@@H]1CON=O)OCc1ccccc1.CCCCCC.CCCCCC. The value obtained for the LUMO energy is -0.938 eV.

Element x y z (Å)
C 0.450 1.183 1.322
C 0.612 1.584 -0.261
C -0.811 2.161 -0.715
C -0.985 2.397 -2.299
C -2.269 1.461 -2.650
O -3.462 1.871 -2.515
C -2.138 -0.041 -3.244
F -2.519 -0.006 -4.640
F -0.820 -0.564 -3.210
C -3.095 -1.118 -2.523
F -4.413 -1.096 -3.059
F -2.561 -2.416 -2.877
C -3.061 -1.075 -0.912
F -1.733 -1.057 -0.375
F -3.903 -0.062 -0.351
C -3.718 -2.487 -0.415
O -4.978 -2.519 -0.420
O -2.927 -3.606 -0.013
N 0.231 2.171 -3.186
C 0.946 3.433 -3.532
O 1.938 3.560 -4.304
C 0.183 4.590 -2.676
C -1.289 3.959 -2.679
C -2.408 4.750 -1.848
O -3.313 5.371 -2.821
N -4.567 5.510 -2.290
O -5.331 4.753 -2.813
O 1.022 0.375 -0.933
C 2.474 0.246 -0.979
C 2.800 -0.407 -2.430
C 3.825 0.219 -3.425
C 4.042 -0.488 -4.792
C 3.228 -1.772 -5.165
C 2.220 -2.391 -4.157
C 2.026 -1.703 -2.779
H -0.547 1.647 1.688
H 1.311 1.573 1.963
H 0.326 0.040 1.391
H 1.375 2.435 -0.280
H -1.662 1.485 -0.349
H -0.941 3.173 -0.164
H -2.634 -3.392 0.905
H -0.248 1.932 -4.071
H 0.326 5.614 -3.162
H 0.778 4.647 -1.698
H -1.710 3.911 -3.740
H -1.994 5.585 -1.186
H -3.023 4.038 -1.200
H 3.026 1.250 -0.964
H 2.890 -0.390 -0.116
H 4.378 1.158 -3.084
H 4.821 -0.011 -5.494
H 3.381 -2.272 -6.185
H 1.624 -3.324 -4.422
H 1.279 -2.182 -2.055
C 3.964 -8.062 0.551
C 2.520 -7.620 0.739
C 1.867 -7.118 -0.551
C 2.513 -5.876 -1.173
C 2.582 -4.649 -0.263
C 1.212 -4.131 0.154
H 4.603 -7.235 0.235
H 4.364 -8.448 1.493
H 4.034 -8.859 -0.194
H 2.469 -6.852 1.517
H 1.940 -8.472 1.110
H 0.809 -6.917 -0.353
H 1.885 -7.924 -1.293
H 1.955 -5.615 -2.080
H 3.527 -6.122 -1.506
H 3.106 -3.850 -0.800
H 3.181 -4.864 0.627
H 0.610 -3.872 -0.720
H 1.323 -3.231 0.767
H 0.665 -4.868 0.746
C 0.248 4.145 3.931
C -1.188 3.660 4.075
C -1.979 4.417 5.144
C -1.443 4.287 6.573
C -1.335 2.856 7.103
C -2.677 2.142 7.190
H 0.821 3.989 4.847
H 0.749 3.598 3.129
H 0.276 5.210 3.682
H -1.194 2.586 4.285
H -1.697 3.788 3.113
H -3.021 4.080 5.114
H -2.002 5.481 4.880
H -2.094 4.864 7.239
H -0.457 4.759 6.636
H -0.895 2.892 8.105
H -0.646 2.270 6.486
H -3.369 2.690 7.833
H -2.544 1.142 7.612
H -3.137 2.025 6.206